The following is a DFT calculation (wB97M-V/def2-TZVPD) of a 19-piece molecular cluster, C68H184N26O29 overall in a non-equilibrium geometry.

CARTESIAN COORDINATES (ANGSTROEM)
C: -2.74637 -6.01688 -41.51829
O: -1.52733 -6.14992 -41.46795
N: -3.56365 -6.48015 -40.52713
N: -3.35725 -5.30594 -42.55037
H: -4.43884 -6.01111 -40.41231
H: -3.03945 -6.58297 -39.63952
H: -2.85753 -4.63266 -43.08087
H: -4.34125 -5.37445 -42.77429
C: -0.95526 -0.60837 -31.74160
O: -1.50560 -1.40957 -31.00065
N: 0.10848 0.19485 -31.33747
N: -1.41165 -0.27685 -32.98407
H: 0.58214 -0.12124 -30.52134
H: 0.50640 0.79823 -32.03188
H: -2.31377 -0.60200 -33.23150
H: -1.28147 0.70263 -33.23555
C: 3.90751 1.39721 -37.58252
O: 3.49753 0.37628 -38.19200
N: 4.87032 1.29657 -36.57930
N: 3.52326 2.65532 -37.91673
H: 4.84154 1.96956 -35.82044
H: 4.99955 0.32999 -36.26510
H: 3.18246 2.82709 -38.86932
H: 4.01333 3.47936 -37.57687
C: 3.66447 0.61073 -41.78945
O: 3.58563 0.88611 -42.96810
N: 2.60689 -0.01248 -41.15559
N: 4.78897 0.85193 -40.96191
H: 1.77818 -0.22729 -41.76570
H: 2.39737 0.05022 -40.17011
H: 5.53209 1.44557 -41.31797
H: 4.73328 0.64382 -39.96319
C: -2.92482 1.13408 -36.11897
O: -2.45088 1.48387 -35.07539
N: -4.29231 0.90071 -36.26982
N: -2.15068 0.68761 -37.13123
H: -4.75448 0.63402 -35.42822
H: -4.74909 0.61222 -37.10926
H: -2.51369 0.07034 -37.87534
H: -1.16498 0.94573 -37.17546
C: 1.22796 -5.97641 -38.96631
O: 1.81850 -6.04024 -37.91134
N: 1.68147 -5.03218 -39.87261
N: 0.27334 -6.97893 -39.37228
H: 2.48364 -4.45197 -39.71300
H: 1.53801 -5.31723 -40.82219
H: -0.43648 -6.77114 -40.08255
H: -0.01160 -7.52388 -38.56087
C: -3.66648 -2.41341 -28.37719
O: -4.50709 -2.97170 -27.69858
N: -3.87692 -1.16012 -28.96809
N: -2.38372 -2.85900 -28.47416
H: -4.78293 -0.76268 -28.95376
H: -3.26280 -0.83084 -29.70127
H: -2.30578 -3.72915 -28.02507
H: -1.73529 -2.56795 -29.20722
C: -1.59562 -6.12359 -36.62410
O: -2.86576 -6.25042 -36.60964
N: -0.95118 -4.94829 -36.78668
N: -0.68452 -7.11378 -36.37371
H: 0.00128 -4.99807 -37.09928
H: -1.47838 -4.11486 -36.78726
H: -1.14565 -7.98527 -36.15513
H: 0.29364 -7.00705 -36.12777
O: -8.03871 -1.86192 -31.54615
H: -8.75464 -2.14159 -30.92431
H: -7.64306 -2.64778 -31.95825
C: -5.03371 -7.16717 -46.67090
O: -4.31201 -5.95818 -46.36243
C: -4.72071 -4.88812 -47.17283
C: -3.98716 -3.71275 -46.67827
N: -4.23558 -3.23909 -45.36455
C: -5.02254 -1.98772 -45.22037
C: -5.16278 -1.78798 -43.71547
O: -3.95623 -1.25925 -43.19208
C: -3.94513 -1.02784 -41.80983
H: -4.90321 -7.35503 -47.80259
H: -6.08917 -7.01870 -46.44793
H: -4.57149 -8.00915 -46.12173
H: -5.79688 -4.95186 -47.09253
H: -4.33060 -4.97698 -48.24024
H: -4.09841 -2.86740 -47.39918
H: -2.87857 -4.03339 -46.76919
H: -3.30092 -3.05520 -44.99256
H: -6.04171 -2.19740 -45.61056
H: -4.56962 -1.10055 -45.70431
H: -5.42946 -2.66465 -43.21829
H: -5.91591 -1.01717 -43.56453
H: -2.96944 -0.66537 -41.68112
H: -4.07824 -1.87968 -41.15576
H: -4.63166 -0.19315 -41.52465
C: -10.36596 -4.23097 -28.58615
O: -11.39892 -4.78196 -29.33139
C: -11.15984 -6.09349 -29.83300
C: -10.67728 -6.03823 -31.20012
N: -9.46331 -5.33690 -31.38737
C: -8.23582 -6.10899 -31.02643
C: -6.93905 -5.38866 -30.98895
O: -6.52028 -4.85913 -32.21908
C: -6.10582 -5.95841 -33.12098
H: -10.60561 -3.13133 -28.52999
H: -9.38252 -4.35639 -28.99904
H: -10.40452 -4.53498 -27.51155
H: -12.02843 -6.70503 -29.76850
H: -10.46850 -6.62926 -29.09540
H: -11.50653 -5.64266 -31.84288
H: -10.56846 -7.08482 -31.59493
H: -9.35686 -4.84403 -32.25989
H: -8.19522 -6.85911 -31.82778
H: -8.37983 -6.63930 -30.09729
H: -6.09141 -6.00094 -30.66473
H: -6.92071 -4.54610 -30.25411
H: -6.98544 -6.56934 -33.36839
H: -5.27708 -6.52205 -32.75598
H: -5.89237 -5.52016 -34.05768
C: -1.79464 -4.15189 -24.21295
O: -1.96362 -5.28353 -25.12862
C: -3.28916 -5.52168 -25.32825
C: -3.35187 -6.60320 -26.45162
N: -3.35150 -5.88728 -27.78284
C: -3.43177 -6.77469 -28.93519
C: -2.95108 -6.13982 -30.25769
O: -3.88519 -5.14638 -30.67878
C: -3.33805 -4.34611 -31.78681
H: -0.72127 -4.13429 -24.03071
H: -2.34650 -4.35994 -23.28259
H: -2.19542 -3.21595 -24.62769
H: -3.77591 -4.63361 -25.73830
H: -3.76004 -5.89597 -24.37362
H: -4.25958 -7.18353 -26.39858
H: -2.54667 -7.35931 -26.40135
H: -4.09757 -5.19339 -27.86622
H: -4.49190 -7.09848 -29.10531
H: -2.87833 -7.70191 -28.75129
H: -3.01286 -7.01667 -30.98547
H: -1.96429 -5.70970 -30.34305
H: -2.51645 -3.72921 -31.44535
H: -4.15141 -3.64781 -32.07176
H: -3.17942 -4.97877 -32.70139
C: 0.35038 -11.22186 -26.47672
O: 1.06924 -10.77169 -27.63706
C: 0.27449 -9.97405 -28.44536
C: 1.17139 -9.44803 -29.61697
N: 0.47449 -8.45107 -30.43935
C: 1.13794 -8.09383 -31.72539
C: 0.21365 -7.27453 -32.59645
O: 0.22248 -5.90272 -32.11597
C: -0.34091 -5.06141 -33.15017
H: -0.34279 -11.96340 -26.85542
H: -0.25676 -10.47392 -25.94654
H: 1.07573 -11.56526 -25.76627
H: -0.10812 -9.07675 -27.89272
H: -0.61519 -10.56361 -28.81734
H: 1.43892 -10.27593 -30.26780
H: 2.18184 -9.11345 -29.22719
H: 0.25630 -7.63423 -29.82427
H: 1.45168 -8.97716 -32.30020
H: 2.03952 -7.52509 -31.50051
H: -0.81157 -7.63840 -32.54709
H: 0.59130 -7.27654 -33.64569
H: -1.17920 -5.64019 -33.59614
H: 0.44530 -4.77044 -33.83395
H: -0.79155 -4.15344 -32.70284
C: -2.87798 2.30171 -40.49056
O: -1.53514 2.10317 -40.95085
C: -0.59945 2.71416 -40.02953
C: 0.57566 3.17022 -40.90943
N: 1.61592 3.81436 -40.09166
C: 2.41918 4.77436 -40.79699
C: 3.21747 4.19780 -41.86966
O: 3.70661 5.15254 -42.76600
C: 4.51637 4.46964 -43.69948
H: -3.05320 1.58110 -39.71937
H: -3.46899 2.04734 -41.35833
H: -2.89544 3.33799 -40.22104
H: -0.14559 1.97964 -39.32110
H: -0.96671 3.60714 -39.51228
H: 0.22120 3.90361 -41.68396
H: 1.07861 2.29677 -41.34382
H: 1.14013 4.32572 -39.37776
H: 3.09549 5.25410 -40.10147
H: 1.77816 5.62862 -41.20490
H: 2.66165 3.39708 -42.34625
H: 4.02105 3.67005 -41.34505
H: 5.55509 4.24938 -43.28523
H: 4.72899 5.20047 -44.51285
H: 4.00813 3.58307 -44.08829
C: -4.95107 -1.06910 -33.50800
O: -3.82400 -1.42467 -34.34235
C: -3.78829 -2.86329 -34.73327
C: -4.04250 -3.01604 -36.23102
N: -2.91760 -2.63966 -37.15505
C: -2.94076 -3.09396 -38.48883
C: -1.65461 -2.72677 -39.27774
O: -1.52108 -1.34647 -39.44877
C: -0.49350 -0.93742 -40.39131
H: -4.83923 -1.66017 -32.58053
H: -5.92770 -1.19720 -33.98915
H: -4.85238 -0.02119 -33.19200
H: -4.57303 -3.42042 -34.15460
H: -2.85051 -3.26107 -34.35634
H: -4.95000 -2.54083 -36.58037
H: -4.23189 -4.06631 -36.34496
H: -2.63383 -1.63409 -37.09675
H: -3.84973 -2.71687 -39.02701
H: -3.01372 -4.18601 -38.54574
H: -1.76155 -3.24224 -40.24333
H: -0.83192 -3.09705 -38.70978
H: -0.83592 -1.18855 -41.39929
H: 0.37209 -1.49091 -40.07248
H: -0.33131 0.10854 -40.29493
C: 4.59327 -6.06836 -42.53514
O: 3.86834 -4.95262 -42.98848
C: 4.22730 -4.53517 -44.28644
C: 3.56252 -3.13759 -44.44989
N: 2.13286 -3.32788 -44.70402
C: 1.37509 -3.78057 -43.50618
C: -0.16747 -3.41935 -43.50997
O: -0.95077 -3.80845 -44.67318
C: -0.86020 -5.22572 -45.10699
H: 5.65911 -5.95075 -42.87283
H: 4.36405 -7.00918 -42.93362
H: 4.54153 -6.21210 -41.45730
H: 3.88554 -5.20681 -45.07879
H: 5.30332 -4.49642 -44.31510
H: 3.93003 -2.59821 -45.35104
H: 3.68815 -2.60070 -43.51286
H: 1.66090 -2.59520 -45.18450
H: 1.75890 -3.42018 -42.54790
H: 1.45766 -4.87287 -43.43337
H: -0.28575 -2.37718 -43.30317
H: -0.59955 -3.90866 -42.61472
H: -1.76154 -5.34542 -45.70778
H: -0.94621 -5.86683 -44.26167
H: 0.07485 -5.33791 -45.62901
C: -5.47908 9.90947 -33.78973
O: -6.09962 8.72521 -33.96097
C: -5.35357 7.59073 -33.51838
C: -6.04667 6.33501 -33.97795
N: -5.24824 5.18107 -33.65440
C: -5.87540 3.87920 -33.98029
C: -4.90038 2.86081 -33.46946
O: -4.62534 3.18578 -32.11426
C: -3.76728 2.23886 -31.53353
H: -5.37390 10.21341 -32.74267
H: -6.00843 10.75954 -34.24483
H: -4.50471 9.86832 -34.24311
H: -5.22551 7.55847 -32.40830
H: -4.34591 7.77566 -33.95929
H: -6.13852 6.31816 -35.07471
H: -7.12161 6.34700 -33.54416
H: -5.04386 5.18646 -32.67714
H: -6.02354 3.85112 -35.06318
H: -6.88109 3.76822 -33.57271
H: -3.98798 2.86456 -34.06339
H: -5.34864 1.85501 -33.61312
H: -3.10764 1.75822 -32.33766
H: -4.37316 1.45818 -31.07453
H: -3.27429 2.78085 -30.70825
C: -10.64277 -4.16634 -35.01148
O: -9.34834 -4.02029 -34.51464
C: -8.41616 -3.45370 -35.39163
C: -8.64403 -1.92189 -35.43150
N: -7.60182 -1.38464 -36.37888
C: -8.18243 -1.16630 -37.70841
C: -7.06061 -1.06694 -38.77059
O: -6.26203 0.11327 -38.65234
C: -6.95354 1.24741 -39.25281
H: -10.91703 -3.51345 -35.82085
H: -11.30975 -3.93366 -34.17824
H: -10.86578 -5.18694 -35.35074
H: -8.52358 -3.89616 -36.40195
H: -7.39716 -3.57907 -34.99876
H: -8.39314 -1.72209 -34.38405
H: -9.64143 -1.62809 -35.68729
H: -7.20602 -0.51442 -36.06134
H: -8.79801 -0.28298 -37.79761
H: -8.77414 -2.00487 -38.03359
H: -7.42129 -1.05338 -39.79803
H: -6.46853 -1.95556 -38.61713
H: -6.65321 1.36761 -40.30097
H: -6.65655 2.13689 -38.71645
H: -8.03429 1.11382 -39.15571
C: -0.76146 3.44971 -32.78270
O: 0.14079 2.49579 -33.25685
C: 0.69290 2.78125 -34.52507
C: 1.48229 1.55834 -35.00552
N: 0.56332 0.47808 -35.29259
C: 1.29061 -0.80133 -35.39158
C: 0.74187 -1.60088 -36.54571
O: 1.43180 -2.79608 -36.75674
C: 2.59044 -2.61906 -37.56334
H: -1.03269 3.16605 -31.74596
H: -1.65473 3.43465 -33.47303
H: -0.23914 4.42534 -32.78019
H: 1.28353 3.62119 -34.31650
H: -0.01431 3.14331 -35.26036
H: 2.23121 1.32387 -34.18342
H: 2.00485 1.79052 -35.96027
H: -0.29046 0.35274 -34.70818
H: 1.15436 -1.36190 -34.47819
H: 2.35483 -0.69695 -35.47631
H: 0.69020 -0.96387 -37.42273
H: -0.28061 -1.92746 -36.31735
H: 3.12135 -3.57137 -37.52165
H: 3.27826 -1.85124 -37.12853
H: 2.36135 -2.18986 -38.55122

As for the multiplicity: 1. The calculation puts the highest occupied orbital energy at -8.03 eV. The gap between HOMO and LUMO is 8.13 eV. The calculation puts the total energy at -171612.99836 eV. The calculation puts the molecular weight at 1830.37 g/mol.

---

The following is a DFT calculation (wB97M-V/def2-TZVPD) of a 7-piece molecular cluster, C68H64BrF14NO8 overall in a non-equilibrium geometry.

CARTESIAN COORDINATES (ANGSTROEM)
N: 5.42692 -0.59070 1.47330
C: 4.71064 0.13090 0.35712
C: 3.31169 -0.61482 -0.03066
C: 2.84147 0.03545 -1.41326
C: 3.28458 -0.45971 -2.82589
C: 4.25653 -1.75597 -2.91374
O: 3.36383 -2.90047 -3.10195
C: 3.78084 -4.02752 -2.30949
O: 3.23393 -4.05714 -0.97553
C: 1.83695 -4.42929 -0.96387
C: 1.55584 -5.06478 0.50105
O: 1.94355 -6.47201 0.58487
C: 2.81015 0.22219 -4.16285
C: 1.86008 1.45637 -4.10748
C: 1.32089 2.26451 -5.37016
C: 1.02053 1.34695 -6.67175
C: 2.11302 1.59128 -7.83694
C: 1.31952 1.46608 -9.25100
O: 2.34409 1.34617 -10.27528
C: 1.81237 0.92798 -11.52415
O: 2.29922 -0.11058 -12.04737
C: 1.39668 1.94351 -2.68881
C: 1.87067 1.25133 -1.35317
C: 1.30150 1.82873 0.04302
O: 2.01800 1.97884 1.06948
C: -0.25989 2.23657 -0.00439
C: -1.25962 1.98913 1.14297
C: -2.77138 2.39183 0.95125
Br: -4.00862 2.02137 2.45395
C: -3.20014 3.03263 -0.38907
C: -4.75149 3.42662 -0.67310
C: -5.39120 2.10813 -1.40995
O: -4.38118 1.07175 -1.47089
C: -4.94917 -0.24521 -1.60248
C: -4.38850 -1.16274 -0.39699
F: -3.12852 -0.61196 0.02446
F: -5.38113 -1.08137 0.65151
C: -4.09215 -2.68176 -0.80219
F: -2.81669 -2.78393 -1.45882
F: -5.03859 -3.22858 -1.73030
C: -3.96340 -3.66083 0.49261
F: -3.21868 -4.84698 0.15971
F: -3.20876 -3.03680 1.54389
C: -5.38038 -4.16410 1.05531
F: -5.59722 -3.69239 2.40291
F: -5.46396 -5.59772 1.15169
C: -2.21340 3.34600 -1.57424
C: -0.73398 2.93009 -1.33977
C: 0.37702 3.17880 -2.48773
O: 0.44348 4.25894 -3.12414
H: 5.60518 0.03337 2.26920
H: 4.85949 -1.40094 1.77488
H: 4.56509 1.22926 0.62724
H: 5.40154 0.02442 -0.56744
H: 2.55366 -0.52883 0.81641
H: 3.59224 -1.70305 -0.23285
H: 4.93873 -1.85617 -2.00456
H: 4.83285 -1.63021 -3.90740
H: 4.93055 -4.10534 -2.23397
H: 3.40585 -4.98801 -2.83756
H: 1.54810 -5.22284 -1.73820
H: 1.11891 -3.53346 -1.05491
H: 0.45828 -4.99773 0.81391
H: 2.16067 -4.52965 1.32195
H: 1.58869 -6.93572 -0.21584
H: 3.16270 -0.20568 -5.16134
H: 2.10186 3.07566 -5.60140
H: 0.34117 2.84181 -5.16227
H: 1.05795 0.24289 -6.38474
H: -0.04132 1.60266 -7.05374
H: 2.64100 2.60659 -7.78715
H: 2.84571 0.70417 -7.78985
H: 0.63341 2.37403 -9.44513
H: 0.64644 0.54305 -9.14256
H: 1.00670 1.54071 -12.06945
H: -0.92958 1.48716 2.10777
H: -5.20354 3.61460 0.35887
H: -4.82055 4.35205 -1.36047
H: -5.62460 2.44673 -2.49274
H: -6.33749 1.82374 -0.83929
H: -4.67443 -0.73011 -2.60639
H: -6.08377 -0.20011 -1.49276
H: -6.28761 -3.79196 0.45949
H: -2.60860 3.82105 -2.53506
F: -3.18386 4.90530 4.72068
C: -4.00863 4.76660 5.76960
C: -4.37874 3.49554 6.18250
C: -5.22996 3.35224 7.27364
C: -5.71012 4.48172 7.93240
C: -5.33567 5.75280 7.50607
C: -4.47566 5.89670 6.42207
H: -4.00189 2.62841 5.65251
H: -5.51972 2.36242 7.61002
H: -6.37786 4.36917 8.78074
H: -5.71376 6.63146 8.01791
H: -4.16682 6.87828 6.08214
F: 1.37883 -9.44680 -1.45876
C: 1.88996 -10.15800 -0.43850
C: 1.95066 -11.53949 -0.53433
C: 2.48427 -12.27413 0.51965
C: 2.94087 -11.61924 1.66120
C: 2.86992 -10.23156 1.74750
C: 2.34659 -9.49568 0.68941
H: 1.58285 -12.03187 -1.42714
H: 2.54377 -13.35516 0.45236
H: 3.35303 -12.19349 2.48498
H: 3.22216 -9.72312 2.63897
H: 2.29146 -8.41321 0.73518
F: 3.40034 -4.32582 2.81327
C: 3.90988 -5.04191 3.82939
C: 3.96492 -6.42281 3.72621
C: 4.49696 -7.16497 4.77561
C: 4.95774 -6.51803 5.92014
C: 4.89256 -5.13078 6.01407
C: 4.37076 -4.38731 4.96049
H: 3.59365 -6.90868 2.83065
H: 4.55210 -8.24594 4.70256
H: 5.36868 -7.09825 6.74026
H: 5.24802 -4.62869 6.90762
H: 4.32035 -3.30593 5.01260
F: 1.99834 4.22386 -7.35378
C: 2.18908 5.55550 -7.27990
C: 2.19128 6.17403 -6.03929
C: 2.39322 7.54809 -5.96243
C: 2.57982 8.28883 -7.12748
C: 2.57053 7.65705 -8.36785
C: 2.37960 6.28139 -8.44482
H: 2.03595 5.58222 -5.14371
H: 2.40452 8.04146 -4.99653
H: 2.73294 9.36164 -7.06673
H: 2.71193 8.23592 -9.27438
H: 2.37821 5.77142 -9.40130
F: -6.62924 2.64283 10.97608
C: -7.78194 2.18224 10.46560
C: -8.97317 2.80784 10.79954
C: -10.16731 2.33337 10.26613
C: -10.15799 1.23206 9.41336
C: -8.95672 0.60863 9.08878
C: -7.76134 1.08933 9.61297
H: -8.96188 3.65836 11.47122
H: -11.10408 2.82039 10.51495
H: -11.09060 0.85999 9.00129
H: -8.95138 -0.25152 8.42770
H: -6.81604 0.62135 9.36371
F: 4.15472 4.40280 -1.98522
C: 4.29815 5.12735 -0.86461
C: 5.09484 6.26180 -0.88470
C: 5.23931 7.01560 0.27575
C: 4.59409 6.62021 1.44542
C: 3.80059 5.47625 1.45470
C: 3.64693 4.72838 0.29212
H: 5.59560 6.54914 -1.80206
H: 5.85413 7.90937 0.26932
H: 4.71091 7.20649 2.35146
H: 3.30193 5.16715 2.36733
H: 3.02620 3.84045 0.27935

As for the multiplicity: 1. As for the SMILES: NCCc1c(COCOCCO)cc(CCCCOC=O)c2c1C(=O)c1cc(Br)c(CCOCC(F)(F)C(F)(F)C(F)(F)C(F)F)cc1C2=O.Fc1ccccc1.Fc1ccccc1.Fc1ccccc1.Fc1ccccc1.Fc1ccccc1.Fc1ccccc1. The calculation puts the highest occupied orbital energy at -8.59 eV. The gap between HOMO and LUMO is 7.56 eV. The calculation puts the total energy at -197495.85211 eV. The calculation puts the molecular weight at 1369.13 g/mol.